The following is a quantum chemistry calculation of a molecular structure, C13H17BrMnN4O5, from the Open Molecules 2025 dataset.

Atoms and positions in Å:
Mn: 0.56000 -0.26003 -0.62725
Br: -2.54870 -1.42031 -2.41459
C: -0.95495 -1.06968 -3.35600
C: -0.92453 -1.38374 -4.70213
C: 0.23059 -1.11197 -5.41580
C: 1.30582 -0.52839 -4.76808
C: 1.19037 -0.25286 -3.42547
N: 0.07545 -0.52392 -2.71231
C: 2.33227 0.39927 -2.67039
O: 3.34167 0.69942 -3.24623
O: 2.06850 0.60462 -1.40108
H: -1.79163 -1.82727 -5.16745
H: 0.28307 -1.35179 -6.46956
H: 2.23245 -0.27623 -5.26324
C: 2.61059 2.08768 2.85308
C: 1.80695 1.25858 1.90674
N: 0.97143 1.68549 1.04197
O: 0.86626 3.06196 1.02375
C: 2.00154 -0.22317 1.89415
C: 2.72937 -0.98307 2.94783
N: 1.49354 -0.79336 0.87636
O: 1.36000 -1.98745 0.44006
H: 2.31027 3.12829 2.82170
H: 3.66816 2.01876 2.58910
H: 2.50367 1.71279 3.87190
H: 0.30725 3.24090 0.26034
H: 3.79135 -0.73052 2.92605
H: 2.62203 -2.05149 2.78095
H: 2.34673 -0.72881 3.93687
C: -3.42150 1.07926 1.13697
N: -3.07059 -0.26268 1.58814
C: -4.00826 -0.94218 2.48008
C: -1.99661 -0.88470 1.15080
O: -1.18978 -0.40515 0.33782
H: -3.67264 1.68771 2.00374
H: -4.28148 1.03933 0.46850
H: -2.57677 1.51499 0.61533
H: -4.26776 -0.27645 3.30095
H: -3.54307 -1.83695 2.88614
H: -4.91587 -1.21741 1.94405
H: -1.84518 -1.88946 1.55623

Computed properties:
Multiplicity   5
M   444.144 g/mol
Maximum force   0.50 eV Å⁻¹
Kohn-Sham gap (alpha / beta)   7.99 / 8.80 eV
Charge   +1
DFT total energy   -131310.488 eV



The following is a quantum chemistry calculation of a molecular structure, C13H17BrN4O3Rh, from the Open Molecules 2025 dataset.

Atoms and positions in Å:
Rh: 0.36066 0.49454 -0.83056
O: 1.74803 0.37568 1.26611
C: 1.57791 1.74015 1.66979
C: 0.11359 2.07561 1.63681
C: -0.49657 2.77544 2.66123
C: -1.83842 3.10725 2.55151
C: -2.53286 2.71332 1.42141
C: -1.86198 2.00468 0.44130
N: -0.56478 1.69713 0.54185
H: 2.67481 0.23128 1.04581
H: 2.10309 2.40042 0.97303
H: 1.97361 1.89136 2.67486
H: 0.07791 3.05652 3.53310
H: -2.33255 3.65805 3.34018
H: -3.58088 2.94163 1.29242
H: -2.36121 1.66273 -0.45528
O: -2.46498 -4.80777 1.36661
C: -1.83662 -3.69163 0.97314
C: -0.75875 -3.12805 1.65146
C: -0.19637 -1.97866 1.14581
N: -0.62193 -1.36119 0.03196
C: -1.65766 -1.91792 -0.59384
Br: -2.31790 -1.07984 -2.15106
C: -2.29806 -3.06623 -0.17807
H: -2.06962 -5.16276 2.17146
H: -0.36355 -3.57248 2.55536
H: 0.63752 -1.51190 1.64887
H: -3.13500 -3.47226 -0.72511
N: 2.97146 -1.50475 -3.53461
C: 2.40966 -0.55178 -2.76528
N: 3.05657 0.62184 -2.61688
O: 1.33472 -0.79290 -2.17967
H: 3.76081 -1.32406 -4.12677
H: 2.45639 -2.35788 -3.66114
H: 3.85222 0.85936 -3.18187
H: 2.52379 1.35057 -2.15980
C: 0.01565 1.65200 -2.16496
H: 0.26804 1.44093 -3.20896
H: -0.62674 2.53161 -2.06022

Computed properties:
ΔE to the lowest compared entry with this formula, charge and spin   0.00 kJ/mol
M   460.114 g/mol
Maximum force   0.08 eV Å⁻¹
Kohn-Sham gap   8.30 eV
Charge   +1
DFT total energy   -98905.004 eV